ORCA calculation (wB97M-V/def2-TZVPD) on a structure of composition C23H25CdF3NO4S.

```
! RIJCOSX wB97M-V def2-TZVPD def2/J DEFGRID3
* xyz -1 1
C 2.4118 0.0531 1.6410
C 2.8824 -0.5111 0.4364
C 2.5391 0.3606 -0.6404
H 3.4495 -1.4369 0.3399
C 1.8504 1.4772 -0.1184
C 1.7672 1.3118 1.3237
H 1.4795 2.3249 -0.6866
C -1.0514 -1.6498 1.3194
C -0.2266 -2.6391 0.7038
C -0.4707 -2.6296 -0.6862
H 0.3990 -3.3588 1.2187
C -1.5172 -1.7181 -0.9489
C -1.8838 -1.0839 0.2783
H 2.7875 0.2055 -1.6886
H 1.5094 2.0916 2.0401
H 2.5182 -0.3629 2.6431
H -2.7832 -0.4797 0.4184
H 0.0047 -3.2634 -1.4359
H -1.1749 -1.4706 2.3885
Cd -0.3401 0.5542 0.9856
C -2.2970 -1.5658 -2.2222
C -3.6949 -2.1432 -1.9670
C -1.6466 -2.3072 -3.3972
H -3.6191 -3.2148 -1.7577
H -4.3387 -2.0027 -2.8418
H -4.1683 -1.6581 -1.1068
H -1.5831 -3.3790 -3.1773
H -0.6375 -1.9266 -3.5926
H -2.2513 -2.1796 -4.3034
C -2.4687 -0.0640 -2.5471
C -1.1898 0.6659 -2.9238
H -2.9147 0.4782 -1.6919
H -3.1658 0.0284 -3.3960
O -0.0810 0.4288 -2.4353
N -1.3900 1.5917 -3.9029
C -0.3713 2.5803 -4.2686
H -2.3501 1.8659 -4.0614
C 1.0040 1.9856 -4.4473
C 2.1168 2.6298 -3.8898
H 1.9468 3.5445 -3.3154
C 3.3914 2.0818 -4.0501
H 4.2458 2.5791 -3.5835
C 3.5606 0.9109 -4.7950
H 4.5522 0.4817 -4.9163
C 2.4534 0.2898 -5.3865
H 2.5678 -0.6231 -5.9730
C 1.1765 0.8325 -5.2180
H 0.3000 0.3667 -5.6778
H -0.3370 3.3657 -3.4987
H -0.7184 3.0293 -5.2117
F -2.9433 2.6968 4.1883
C -1.8763 2.5362 3.3926
F -0.8845 3.3553 3.8192
F -1.4206 1.2478 3.5513
S -2.2776 2.8629 1.5955
O -3.1406 1.7546 1.2037
O -2.8097 4.1980 1.5768
O -0.9211 2.7440 0.9563
*
```

For the energy above the lowest of the compared OMol25 structures with the same formula, charge and spin, the calculation gives 22.9 kJ/mol. The value obtained for the LUMO energy is 2.6 eV. The frontier orbital gap comes out at 6.65 eV. The maximum force comes out at 1.89 eV Å⁻¹.